Record 1
C3H2EuFO2 | ωB97M-V/def2-TZVPD

As for the charge: +1. The calculation puts the LUMO energy (spin up / spin down) at -6.67 / -6.53 eV. The expectation value of S² is 15.782. The calculated total energy comes out at -1075.69936 Eh. The spin multiplicity is 8.

Geometry (Å):
F 0.36716 -1.81340 -0.52893
O 1.04716 0.69397 0.16631
O -0.60488 0.39481 -1.43197
C 0.70394 -0.04485 1.42940
C -0.26133 -0.84430 0.74966
C 0.09495 -0.05435 -0.49361
H 0.41853 0.64640 2.23084
H -1.27183 -1.13358 1.04223
Eu -0.49370 2.15531 -3.16393

Forces on the atoms, in the same order (eV/Å):
1.36 -1.35 -1.32
0.19 -0.62 -2.05
0.75 1.16 -2.64
-1.94 -1.21 -0.59
0.04 4.30 0.80
-1.77 0.83 4.19
0.52 -0.70 0.00
0.75 -0.80 -0.10
0.09 -1.64 1.71

Record 2
C10H14N3OP | ωB97M-V/def2-TZVPD

The calculation puts the LUMO energy at 0.24 eV. The calculated total energy comes out at -970.33351 Eh.

Geometry (Å):
C -0.87084 -3.81171 0.83505
C 0.36619 -3.59861 1.41552
C -1.41571 -2.84900 -0.00145
C 1.07408 -2.43321 1.17579
C -0.71658 -1.68328 -0.24289
C 0.54258 -1.46019 0.33729
C 2.23698 0.30586 0.48523
C 2.53879 1.67213 -0.10447
C -1.72384 1.91981 0.35581
C -0.72440 3.23860 -1.42197
N -1.25510 -0.63083 -1.00669
N 1.13333 -0.26983 -0.01492
N -0.98944 1.92044 -0.88922
O 2.93360 -0.18863 1.35564
P -0.26162 0.60481 -1.58657
H -1.41273 -4.72649 1.02653
H 0.79250 -4.35402 2.05851
H -2.38282 -2.99892 -0.46212
H 2.04010 -2.26986 1.62226
H 2.06766 2.43297 0.51765
H 2.16094 1.75392 -1.12072
H 3.61443 1.83363 -0.08448
H -1.83620 0.89833 0.71247
H -1.18730 2.49935 1.11195
H -2.71310 2.36186 0.21255
H -0.09974 3.82679 -0.74319
H -0.21145 3.14609 -2.37917
H -1.66543 3.77283 -1.57450
H -2.03486 -0.91286 -1.58988

Forces on the atoms, in the same order (eV/Å):
0.01 -0.13 0.02
-0.13 -0.18 0.03
0.02 0.07 -0.04
0.11 0.02 0.05
0.13 -0.18 0.42
-0.07 -0.40 0.25
0.13 0.25 -0.02
0.15 -0.19 0.16
-0.06 -0.16 0.32
0.16 0.17 -0.15
0.03 -0.25 -0.44
-2.28 1.33 -2.53
0.13 -0.31 -0.25
0.29 -0.01 0.20
1.31 -0.49 2.03
-0.04 -0.05 0.00
0.04 -0.05 0.07
-0.10 -0.02 -0.02
0.04 0.06 0.02
-0.04 0.07 0.01
0.05 0.11 -0.09
-0.02 0.03 -0.02
-0.05 0.08 0.02
0.00 0.02 -0.01
0.02 0.00 0.00
-0.01 -0.02 -0.01
0.01 0.08 -0.02
0.03 -0.01 -0.03
0.12 0.18 0.03

Record 3
C19H34Cl2NO3P | ωB97M-V/def2-TZVPD

As for the SMILES: NCC1=C(Cl)C(=O)C(Cl)=C([PH2]=O)C1=O.CCCCCC.CCCCCC. The calculation puts the LUMO energy at -1.98 eV. The calculated total energy comes out at -2286.53987 Eh.

Geometry (Å):
N -0.71484 -3.76787 -4.34842
C -0.74603 -2.34782 -4.09179
C 0.14521 -1.84264 -2.97959
C 1.42957 -2.11497 -2.75573
Cl 2.38659 -3.10074 -3.78105
C 2.15123 -1.46370 -1.62953
O 3.33928 -1.20776 -1.67002
C 1.29406 -1.10346 -0.45917
Cl 2.04675 -1.03487 1.07811
C 0.00499 -0.83748 -0.64849
P -1.26549 -0.45531 0.59387
O -2.39617 -1.39570 0.42611
C -0.50106 -0.87316 -2.04395
O -1.40215 -0.15672 -2.41790
H -0.70430 -4.31575 -3.50656
H 0.03126 -4.03562 -4.96060
H -1.75719 -2.07765 -3.82737
H -0.51217 -1.79819 -4.99363
H -1.68688 0.87873 0.45752
H -0.65212 -0.66610 1.83615
C -4.68589 1.61762 -1.24897
C -4.35335 1.71793 -2.73505
C -4.42561 3.14347 -3.28076
C -5.80436 3.79978 -3.19380
C -6.92428 3.03734 -3.89932
C -6.70816 2.89363 -5.40320
H -5.70730 1.93936 -1.04028
H -4.58707 0.58705 -0.90369
H -4.00695 2.23703 -0.65666
H -5.01913 1.06170 -3.30203
H -3.34353 1.33681 -2.89556
H -4.08734 3.14139 -4.32082
H -3.71063 3.76815 -2.73547
H -5.73743 4.80587 -3.62000
H -6.07749 3.93754 -2.14393
H -7.86448 3.56753 -3.72725
H -7.04754 2.04783 -3.45140
H -6.62086 3.87280 -5.87835
H -7.54663 2.37135 -5.86572
H -5.80438 2.32605 -5.62870
C 7.30095 -2.24368 6.29001
C 6.47858 -0.97829 6.51808
C 4.97669 -1.18689 6.33178
C 4.55693 -1.62070 4.92672
C 4.97829 -0.67031 3.80721
C 4.36537 0.72208 3.92905
H 7.20091 -2.61243 5.26833
H 8.35981 -2.05166 6.46683
H 6.98776 -3.03816 6.97013
H 6.83520 -0.18592 5.85461
H 6.65315 -0.62295 7.53666
H 4.45518 -0.26407 6.60061
H 4.63278 -1.94277 7.04441
H 3.46748 -1.72922 4.90909
H 4.95928 -2.61526 4.71610
H 4.67366 -1.10601 2.85165
H 6.06748 -0.58920 3.76846
H 3.27413 0.66772 3.92785
H 4.66996 1.34963 3.09045
H 4.67825 1.22466 4.84494

Forces on the atoms, in the same order (eV/Å):
-0.24 0.13 -0.33
0.09 -0.20 0.26
-0.20 0.05 0.03
-0.12 0.00 -0.16
0.15 0.06 -0.07
1.53 0.17 -0.18
-1.18 -0.40 0.24
-0.29 0.04 0.38
0.28 0.05 -0.10
0.05 0.78 0.30
-1.08 -1.17 -0.11
-0.10 -0.04 -0.12
-0.17 -0.07 -0.36
0.17 -0.13 0.32
0.05 -0.18 0.15
0.31 -0.19 0.02
-0.29 0.24 0.07
0.07 0.08 -0.36
0.63 0.17 0.09
0.36 0.62 -0.06
0.01 -0.15 -0.10
0.07 0.08 0.08
-0.02 -0.02 -0.05
0.00 0.00 0.05
0.00 0.07 -0.08
-0.06 -0.06 0.07
0.00 0.02 0.03
0.02 0.02 0.04
-0.03 0.04 0.00
-0.02 0.01 -0.02
-0.03 -0.03 -0.02
-0.01 0.01 0.00
0.01 -0.01 0.01
-0.02 0.01 -0.01
0.01 0.00 0.00
-0.02 -0.02 0.02
0.01 0.00 0.02
0.03 0.01 -0.01
0.01 0.01 -0.03
0.01 0.01 -0.01
0.03 0.12 0.00
0.00 -0.11 0.04
-0.02 0.06 0.00
0.04 -0.05 -0.01
-0.14 0.03 0.00
0.10 -0.04 -0.08
0.00 -0.02 0.00
0.01 -0.03 0.00
-0.02 -0.03 -0.02
-0.02 0.02 0.00
0.01 0.03 -0.01
-0.01 0.00 -0.01
0.01 -0.01 0.01
-0.01 0.01 -0.01
0.00 0.00 0.01
0.05 -0.01 -0.02
0.01 -0.02 0.01
-0.01 0.02 0.04
-0.03 0.03 0.00
-0.02 0.00 0.02

Number 1: maximum force 4.62 eV/Å. Number 2: maximum force 3.66 eV/Å. Number 3: maximum force 1.60 eV/Å.